No. 1
ORCA calculation (the ωB97M-V functional and the def2-TZVPD basis) on a structure of composition C25H20BrCrI2N3O3.

* calculated total energy: -151520.5220 eV
* charge: +1
* ⟨S²⟩: 3.8338
* 2S+1: 4

Each line ends with the Mulliken charge.
Atoms and positions in Å:
Cr (-0.74081, 0.81368, -1.46209)  0.27
I (-0.85732, -5.94824, 1.88653)  0.16
C (-1.18752, -4.19115, 0.82499)  -1.04
C (-1.73418, -4.18369, -0.38823)  -0.22
C (-2.02856, -2.94388, -1.08897)  -0.01
I (-3.12672, -3.02201, -2.85627)  0.08
C (-1.63141, -1.74172, -0.63604)  -0.55
O (-1.97057, -0.58759, -1.16920)  -0.60
C (-0.75071, -1.70693, 0.59779)  1.96
C (-0.92244, -0.38903, 1.34301)  -1.84
N (-0.25746, 0.73938, 0.63763)  0.72
C (-0.56599, 2.00353, 1.35026)  -1.07
C (-1.36718, 2.95276, 0.50241)  0.70
C (-1.75798, 4.18916, 0.99473)  -0.99
C (-2.58645, 4.98740, 0.22866)  -0.31
C (-3.01076, 4.52168, -1.00969)  -0.94
C (-2.55772, 3.29534, -1.44105)  -0.34
N (-1.73603, 2.52522, -0.70946)  0.37
C (-0.86654, -2.91381, 1.54076)  -0.12
H (-2.01160, -5.11381, -0.86660)  0.42
H (-0.51317, -0.48731, 2.35353)  0.47
H (-1.98378, -0.15212, 1.41393)  0.61
H (0.74659, 0.58997, 0.69307)  -0.02
H (0.35015, 2.47739, 1.70633)  0.46
H (-1.16173, 1.78663, 2.23927)  0.52
H (-1.42426, 4.50896, 1.97316)  0.48
H (-2.90760, 5.95356, 0.59355)  0.42
H (-3.67647, 5.10287, -1.63113)  0.44
H (-2.85199, 2.89154, -2.40035)  0.56
H (-1.57466, -2.74160, 2.35566)  0.47
C (0.71326, 2.06787, -2.79700)  -0.72
C (1.46665, 1.12347, -2.13221)  -0.11
C (1.13657, -0.24328, -2.22430)  -0.56
C (0.09652, -0.63754, -3.05346)  -0.27
C (-0.69695, 0.31070, -3.71264)  -0.61
C (-0.42084, 1.67251, -3.56100)  -0.54
H (0.92054, 3.12242, -2.67453)  0.45
H (2.29378, 1.43927, -1.50777)  0.49
H (1.70751, -0.98634, -1.69312)  0.57
H (-0.17763, -1.68390, -3.10778)  0.66
H (-1.59369, -0.00510, -4.22777)  0.46
H (-1.06088, 2.40533, -4.02962)  0.60
Br (5.34837, -2.44744, 4.74257)  -0.16
C (4.43949, -1.84736, 3.20196)  0.13
C (5.06117, -0.90703, 2.37493)  -0.33
N (4.46696, -0.44389, 1.27443)  -0.64
C (3.27049, -0.89620, 0.96267)  -0.51
C (2.55332, -1.84531, 1.73754)  0.67
C (3.19053, -2.32766, 2.90760)  -1.02
C (1.27875, -2.24874, 1.35985)  0.45
O (0.44072, -2.95391, 2.14250)  -0.40
O (0.65867, -1.79405, 0.23704)  -0.24
H (6.04655, -0.52842, 2.61000)  0.41
H (2.82410, -0.50640, 0.05391)  0.53
H (2.70093, -3.05516, 3.53998)  0.61

***

No. 2
ORCA calculation (the ωB97M-V functional and the def2-TZVPD basis) on a structure of composition C25H20Cl3N4O6RuS at a distorted geometry.

* calculated total energy: -95477.8512 eV
* energy above the lowest of the compared OMol25 structures with the same formula, charge and spin: 231.61 kJ/mol
* ⟨S²⟩: 0.7604
* 2S+1: 2

Each line ends with the Mulliken charge.
Atoms and positions in Å:
Ru (-0.64379, 1.35484, -1.25685)  1.27
N (2.88552, -2.63421, 4.41248)  -0.52
C (2.05866, -1.71780, 3.79816)  1.18
C (2.59781, -0.68465, 3.02463)  -0.82
C (1.77741, 0.28745, 2.48873)  -0.22
C (0.40707, 0.23633, 2.71908)  -0.49
C (-0.14946, -0.80163, 3.45973)  -0.40
C (0.67353, -1.77405, 3.99027)  -0.78
S (-0.61472, 1.48515, 2.04601)  1.11
O (0.22362, 2.57327, 1.63421)  -0.75
O (-1.72535, 1.71563, 2.91441)  -0.71
N (-1.15012, 0.86221, 0.62509)  0.16
C (-2.08388, -0.08036, 0.37709)  0.30
N (-2.56678, -0.96349, 1.24605)  -0.39
C (-3.45235, -1.81514, 0.74422)  -0.30
C (-3.84205, -1.82334, -0.59338)  -0.66
C (-3.24992, -0.88806, -1.41734)  -0.37
N (-2.38739, -0.01411, -0.92556)  0.28
H (3.83891, -2.70174, 4.10796)  0.20
H (2.47826, -3.46858, 4.79223)  0.20
H (3.66942, -0.64219, 2.86581)  0.28
H (2.18129, 1.10434, 1.90449)  0.56
H (-1.22006, -0.82870, 3.60859)  0.44
H (0.25083, -2.58200, 4.57663)  0.29
H (-3.85455, -2.53984, 1.44425)  0.44
H (-4.57011, -2.52564, -0.96921)  0.43
H (-3.46990, -0.81963, -2.47555)  0.52
C (0.32734, -5.46824, -1.44691)  -0.81
O (1.63325, -4.92746, -1.31532)  -0.45
C (1.76953, -3.59075, -1.40267)  1.00
C (3.09345, -3.11198, -1.25135)  -1.12
C (3.31646, -1.77299, -1.29487)  -0.79
C (2.26705, -0.83211, -1.47638)  -0.06
C (2.49447, 0.57134, -1.47381)  0.69
C (3.87082, 1.18056, -1.41082)  -1.38
O (1.56204, 1.40120, -1.52306)  -0.47
C (0.94288, -1.31947, -1.65477)  0.24
O (-0.09728, -0.57674, -1.87291)  -0.68
C (0.73165, -2.71851, -1.61591)  -0.16
H (0.44775, -6.54663, -1.41637)  0.24
H (-0.12843, -5.17910, -2.39579)  0.32
H (-0.31450, -5.14708, -0.62347)  0.34
H (3.89363, -3.82383, -1.10322)  0.46
H (4.33169, -1.42468, -1.17220)  0.23
H (4.68615, 0.47411, -1.51845)  0.42
H (3.96541, 1.70334, -0.45761)  0.31
H (3.94153, 1.92577, -2.20270)  0.35
H (-0.28621, -3.05511, -1.75302)  0.45
Cl (-2.89744, 8.28493, -1.31723)  -0.23
C (-2.69166, 6.56359, -1.46146)  0.52
C (-1.42076, 6.02865, -1.48885)  -1.06
C (-1.30521, 4.65625, -1.59259)  0.79
Cl (0.23466, 3.86811, -1.58619)  -0.07
C (-2.37456, 3.77907, -1.68743)  -0.17
O (-2.23026, 2.46622, -1.80120)  -0.62
C (-3.64248, 4.37526, -1.65003)  0.61
Cl (-5.03274, 3.34064, -1.72171)  -0.21
C (-3.80667, 5.74074, -1.53324)  -0.83
H (-0.54330, 6.65676, -1.42877)  0.45
H (-4.80014, 6.16406, -1.49191)  0.43

***

No. 3
ORCA calculation (the ωB97M-V functional and the def2-TZVPD basis) on a cluster of 2 separate species, C25H20ClF3O2S in total at a distorted geometry.

* calculated total energy: -61850.5323 eV
* energy above the lowest of the compared OMol25 structures with the same formula, charge and spin: 228.73 kJ/mol
* 2S+1: 1

Each line ends with the Mulliken charge.
Atoms and positions in Å:
Cl (-4.68206, 1.10178, -0.75438)  -0.16
C (-3.81117, 0.08513, 0.32176)  0.21
C (-3.49626, -1.22422, -0.04689)  -0.82
C (-2.62079, -1.96259, 0.70159)  -0.49
C (-2.02325, -1.42780, 1.87198)  0.80
C (-1.09139, -2.17615, 2.63155)  0.99
C (-0.37367, -1.68740, 3.86458)  -0.62
C (0.48434, -2.88347, 4.32882)  -0.55
C (0.21246, -3.94706, 3.31434)  -0.29
C (-0.67013, -3.51214, 2.38424)  -0.94
C (-2.40443, -0.11451, 2.25447)  -0.09
C (-3.28497, 0.61365, 1.50138)  -0.85
H (-3.94811, -1.63441, -0.93394)  0.43
H (-2.37466, -2.96226, 0.39186)  0.31
H (0.24315, -0.81390, 3.62574)  0.30
H (-1.09488, -1.38117, 4.63007)  0.46
H (1.55439, -2.63963, 4.36045)  0.13
H (0.19975, -3.22511, 5.33260)  0.37
H (0.64912, -4.93186, 3.32930)  0.47
H (-1.01963, -4.11644, 1.56610)  0.43
H (-1.99270, 0.31434, 3.15098)  0.42
H (-3.58008, 1.60593, 1.79809)  0.41
F (6.08200, -4.37611, 3.27122)  -0.28
C (6.07894, -3.15908, 3.84675)  0.98
F (5.72998, -3.25402, 5.14356)  -0.28
F (7.29216, -2.58752, 3.73093)  -0.26
C (5.07123, -2.28430, 3.13452)  0.25
C (4.40110, -1.29233, 3.83462)  -0.67
C (3.52006, -0.46040, 3.19861)  -1.20
C (3.26978, -0.60707, 1.80249)  1.23
C (2.40437, 0.21803, 1.13622)  -0.47
S (2.09385, -0.10480, -0.59825)  1.24
C (0.92669, 1.18639, -0.98358)  -0.59
C (-0.42384, 0.97213, -0.84712)  0.06
C (-1.31156, 1.97892, -1.16003)  0.21
C (-0.83936, 3.19346, -1.60844)  -0.67
C (0.51717, 3.40540, -1.73863)  -0.58
C (1.40180, 2.39539, -1.42858)  -0.35
O (3.39487, 0.16780, -1.31600)  -0.67
O (1.38165, -1.43633, -0.62024)  -0.64
C (3.96403, -1.65091, 1.12104)  -0.78
C (4.84788, -2.45469, 1.77784)  -1.11
H (4.59445, -1.20323, 4.89179)  0.42
H (2.99946, 0.29678, 3.76002)  0.37
H (1.92608, 1.04536, 1.61767)  0.46
H (-0.78009, 0.01326, -0.50797)  0.48
H (-2.37263, 1.80703, -1.06978)  -0.04
H (-1.52986, 3.98484, -1.84445)  0.40
H (0.88730, 4.35049, -2.09953)  0.38
H (2.46454, 2.53291, -1.54826)  0.46
H (3.80309, -1.77999, 0.06349)  0.38
H (5.38583, -3.22897, 1.25495)  0.39

***

No. 4
ORCA calculation (the ωB97M-V functional and the def2-TZVPD basis) on a structure of composition C25H20FN6O5SV.

* calculated total energy: -84655.2024 eV
* energy above the lowest of the compared OMol25 structures with the same formula, charge and spin: 70.09 kJ/mol
* charge: +2
* 2S+1: 1

Each line ends with the Mulliken charge.
Atoms and positions in Å:
V (-0.48582, -0.22479, 0.02044)  -0.17
C (-4.39071, -2.24231, -0.10903)  -1.60
C (-3.28627, -1.25972, -0.04706)  0.86
N (-2.03044, -1.58243, 0.00132)  0.98
N (-1.70711, -2.90375, -0.02747)  -1.27
C (-0.43439, -2.99886, -0.22279)  0.58
O (0.23836, -1.85217, -0.34057)  -0.34
C (0.28924, -4.25043, -0.33969)  0.47
C (1.66054, -4.24649, -0.60083)  -0.28
C (2.33624, -5.44731, -0.71179)  -0.77
C (1.65153, -6.64644, -0.56113)  -0.42
C (0.28537, -6.65212, -0.29930)  -0.75
C (-0.39898, -5.45778, -0.18890)  -0.37
C (-3.50567, 0.18173, -0.04346)  0.64
C (-4.75748, 0.75013, -0.05489)  -0.84
C (-4.87197, 2.13629, 0.01275)  -0.57
C (-3.71729, 2.88263, 0.10618)  -0.90
C (-2.48497, 2.23923, 0.09900)  -0.31
N (-2.36354, 0.91205, -0.00010)  0.31
H (-4.02630, -3.24859, 0.05739)  0.35
H (-4.85724, -2.19285, -1.09789)  0.38
H (-5.15561, -1.99457, 0.62818)  0.43
H (2.18707, -3.31005, -0.72517)  0.40
H (3.39742, -5.45230, -0.91924)  0.43
H (2.18542, -7.58312, -0.64963)  0.42
H (-0.24103, -7.58925, -0.18332)  0.42
H (-1.46092, -5.44835, 0.01460)  0.46
H (-5.63561, 0.12314, -0.11098)  0.47
H (-5.84514, 2.60827, 0.00900)  0.47
H (-3.74268, 3.95967, 0.19191)  0.48
H (-1.58001, 2.81556, 0.18748)  0.81
S (-0.67359, -0.22657, 2.27261)  -0.22
C (1.07572, -0.11185, 2.24320)  0.54
C (2.01661, -0.08546, 3.24170)  -0.73
C (3.34926, -0.11477, 2.83374)  -0.18
C (3.67262, -0.18179, 1.48712)  -0.97
C (2.65770, -0.20116, 0.54484)  -0.17
N (1.39334, -0.14687, 0.94842)  0.56
H (1.72998, -0.06287, 4.28348)  0.51
H (4.13569, -0.09464, 3.57648)  0.45
H (4.70140, -0.20465, 1.15970)  0.50
H (2.84903, -0.25230, -0.51731)  0.59
F (0.42392, 7.08207, -1.05601)  -0.28
C (1.09885, 5.95867, -0.86822)  0.24
C (0.89970, 4.89122, -1.63584)  -0.03
N (1.62300, 3.71517, -1.43463)  0.21
C (1.30751, 2.50485, -2.14294)  -1.35
C (0.61163, 1.50802, -1.26104)  1.65
O (0.11925, 1.78395, -0.13907)  -0.54
O (0.46628, 0.28336, -1.61679)  -0.61
C (2.53594, 3.58501, -0.40689)  0.44
O (3.06990, 2.51249, -0.17819)  -0.60
N (2.76058, 4.72111, 0.31545)  -0.07
C (2.08651, 5.95378, 0.21965)  0.29
O (2.31275, 6.85738, 0.97016)  -0.53
H (0.20093, 4.90196, -2.46057)  0.41
H (2.20448, 2.01756, -2.52794)  0.39
H (0.66773, 2.72913, -2.99766)  0.50
H (3.45131, 4.65217, 1.05156)  0.25